Below is C11H12ClN2O3W as an isolated structure, with properties calculated with wB97M-V/def2-TZVPD.

XYZ file:
```
30
Properties=species:S:1:pos:R:3:mulliken_charge:R:1
W 0.77092 -0.14921 0.22019 1.580
N 1.69267 -1.62166 -1.15544 -0.689
C 0.80052 -2.81899 -1.38755 -0.578
C -0.04598 -3.02682 -0.14903 0.346
O -0.47664 -4.02781 0.28401 -0.332
N -0.18867 -1.74684 0.57841 -0.090
C -0.42406 -1.85577 2.06176 -0.595
C 0.25054 -0.50347 2.33068 0.736
O -0.41018 0.49616 2.01145 -0.318
O 1.56474 -0.39513 1.95133 -0.458
H 2.02028 -1.28738 -2.06463 0.345
H 2.55175 -1.97034 -0.70492 0.398
H 1.38734 -3.71868 -1.57651 0.473
H 0.15593 -2.64623 -2.25223 0.339
H 0.05582 -2.75424 2.45029 0.400
H -1.47899 -1.79443 2.32736 0.331
Cl -3.51705 3.36476 1.17910 0.009
C -2.12852 2.75562 0.47949 0.343
C -2.20151 1.62255 -0.36100 -0.761
C -1.05734 1.16961 -0.98486 -0.250
C 0.22170 1.81586 -0.74743 0.221
C 1.36356 1.19892 -1.38041 -0.704
C 0.27452 2.89859 0.18111 -0.289
C -0.88233 3.37558 0.74477 -0.644
H -3.16600 1.16680 -0.55232 0.555
H -1.11617 0.39842 -1.75578 0.627
H 2.35391 1.58714 -1.11056 0.481
H 1.26328 0.84534 -2.40314 0.480
H 1.22425 3.38080 0.38855 0.522
H -0.85831 4.24086 1.39733 0.521
```

## Properties
**Relative energy (zero: lowest compared OMol25 entry of this formula, charge and spin)**: 83.2 kcal/mol
**Total charge**: +3
**Maximum force**: 0.01853 Eh/bohr